Entry 1:
{"formula": "C45H67BN10O", "method": "ωB97M-V with the def2-TZVPD basis set", "symbols": ["C", "C", "C", "C", "C", "C", "N", "O", "C", "C", "C", "H", "H", "H", "H", "H", "H", "H", "H", "H", "H", "H", "H", "H", "H", "H", "H", "H", "H", "B", "H", "H", "H", "H", "N", "C", "C", "C", "C", "H", "H", "H", "H", "H", "N", "C", "C", "C", "C", "H", "H", "H", "H", "H", "N", "C", "C", "C", "C", "H", "H", "H", "H", "H", "N", "C", "C", "C", "C", "H", "H", "H", "H", "H", "N", "C", "C", "C", "C", "H", "H", "H", "H", "H", "N", "C", "C", "C", "C", "H", "H", "H", "H", "H", "N", "C", "C", "C", "C", "H", "H", "H", "H", "H", "N", "C", "C", "C", "C", "H", "H", "H", "H", "H", "N", "C", "C", "C", "C", "H", "H", "H", "H", "H"], "positions_angstrom": [[-24.38316, 12.57434, 32.08214], [-24.59031, 11.51969, 30.97355], [-26.13548, 11.06834, 31.08641], [-26.80278, 10.32859, 29.88039], [-26.50681, 11.09809, 28.66553], [-25.00430, 11.44932, 28.43498], [-24.40010, 12.00100, 29.65144], [-23.38888, 12.71640, 29.47084], [-24.98512, 12.55507, 27.30513], [-24.19940, 10.27217, 27.83786], [-23.58510, 10.28069, 31.31012], [-23.27056, 12.69622, 32.04037], [-24.90570, 12.25068, 33.12051], [-24.91865, 13.58779, 31.68310], [-26.78567, 11.98986, 31.30477], [-26.30316, 10.58823, 32.13914], [-27.82707, 10.36524, 29.94161], [-26.27398, 9.37542, 29.85085], [-27.31738, 11.84729, 28.75634], [-26.84807, 10.44927, 27.80508], [-24.10782, 12.80184, 26.95654], [-25.32797, 13.45778, 27.64596], [-25.50645, 12.17708, 26.38990], [-23.24338, 10.22791, 28.47729], [-23.89715, 10.45947, 26.73961], [-24.91622, 9.45927, 28.02123], [-22.70998, 10.49123, 31.04951], [-24.09517, 9.36427, 30.93527], [-23.83667, 9.99158, 32.27642], [-26.60988, 15.70972, 30.42718], [-27.03717, 16.35240, 29.46028], [-27.38102, 14.85607, 30.81435], [-25.59734, 15.33176, 30.10249], [-26.32050, 16.53031, 31.42241], [-30.21633, 12.30946, 28.10263], [-30.55911, 11.00066, 27.73481], [-29.85424, 10.71491, 26.44696], [-29.01758, 11.97053, 26.14540], [-29.19285, 12.79234, 27.30573], [-30.70915, 12.76501, 28.84781], [-31.30483, 10.46136, 28.07829], [-29.81613, 9.89550, 25.92873], [-28.19607, 12.26690, 25.37071], [-28.80877, 13.80676, 27.63487], [-21.09050, 10.48247, 37.15921], [-21.52031, 11.68490, 36.73049], [-21.30668, 11.76771, 35.19991], [-20.92389, 10.27469, 34.90656], [-20.69801, 9.62179, 36.21544], [-21.01619, 10.20151, 38.12422], [-21.77598, 12.40952, 37.20078], [-21.57361, 12.41366, 34.46380], [-20.73839, 9.83678, 33.96269], [-19.97146, 8.67917, 36.55636], [-24.38055, 13.33550, 24.37822], [-25.54771, 13.13122, 23.61819], [-25.38485, 11.83150, 22.84868], [-24.02522, 11.28117, 23.17457], [-23.43281, 12.32182, 24.07837], [-24.29030, 14.11553, 24.93012], [-26.23761, 13.93141, 23.43567], [-26.26562, 11.44021, 22.15304], [-23.80073, 10.37417, 22.73209], [-22.43671, 12.26029, 24.44180], [-19.59983, 12.16747, 25.00455], [-19.83351, 10.91331, 25.26363], [-20.70370, 10.73273, 26.46743], [-20.88068, 12.15723, 26.97837], [-20.18468, 13.03975, 25.98541], [-19.03046, 12.50831, 24.28371], [-19.45608, 10.13834, 24.75783], [-21.03071, 9.87616, 26.93616], [-21.37123, 12.61807, 27.80994], [-20.23808, 14.11384, 25.76835], [-23.59267, 9.06863, 36.12845], [-24.51190, 8.97063, 37.29017], [-25.29048, 7.65189, 36.98008], [-24.85469, 7.12861, 35.58559], [-23.94305, 8.22728, 35.09346], [-23.09379, 9.68180, 35.78343], [-24.59891, 9.71451, 38.02492], [-26.06186, 7.26161, 37.43784], [-25.09154, 6.31821, 34.79975], [-23.35261, 8.23412, 34.20980], [-26.82044, 10.33145, 34.90938], [-27.70102, 9.77517, 34.21564], [-28.62110, 11.03432, 33.73355], [-27.94306, 12.37376, 34.21062], [-26.71322, 11.77966, 34.90156], [-25.90674, 9.95349, 35.35340], [-27.63467, 8.72771, 33.82653], [-29.60071, 10.84752, 33.06055], [-28.20173, 13.32147, 33.86822], [-25.90323, 12.06901, 35.54985], [-20.83769, 6.84812, 23.39511], [-21.53580, 8.05847, 23.40997], [-22.14077, 8.29221, 24.78289], [-21.51592, 7.21465, 25.68427], [-20.69499, 6.27617, 24.76770], [-20.20835, 6.39521, 22.67755], [-21.66419, 8.73037, 22.50722], [-22.95755, 9.02340, 24.95622], [-21.48928, 7.01690, 26.84785], [-19.90649, 5.59539, 25.02250], [-28.95958, 6.21947, 32.85483], [-27.85389, 6.14314, 32.12912], [-27.87769, 7.13181, 31.07308], [-29.24628, 7.83063, 31.13358], [-29.87268, 7.18092, 32.38548], [-29.22401, 5.68006, 33.62748], [-27.12643, 5.44648, 32.51765], [-27.09798, 7.22035, 30.30334], [-29.73394, 8.39005, 30.33003], [-30.70634, 7.46780, 32.84203], [-25.18695, 16.47667, 25.17364], [-24.10512, 16.53725, 24.26952], [-22.84602, 16.29438, 25.08598], [-23.22928, 15.84225, 26.49862], [-24.80306, 16.08220, 26.53234], [-26.11885, 16.74331, 24.87806], [-24.37512, 16.76122, 23.24460], [-21.76754, 16.43942, 24.74560], [-22.73194, 15.60492, 27.55414], [-25.31818, 15.83278, 27.41377]], "forces_ev_per_a": [[-0.9, 1.9, -0.7], [-3.5, -2.0, 2.9], [-1.4, 0.8, 2.1], [4.6, -0.1, 2.1], [-0.7, -0.6, -1.5], [-2.6, 2.3, -2.6], [5.7, 1.7, -1.4], [-3.3, -1.6, 0.6], [-3.5, -3.2, 0.8], [1.4, 0.3, 1.0], [-10.0, -1.5, -0.5], [-0.9, 0.4, 1.1], [1.5, 0.6, -2.6], [1.3, -2.1, 1.2], [1.3, -0.7, -0.7], [0.6, 0.2, -2.0], [-2.4, -1.0, 0.8], [-0.9, -0.7, -0.1], [1.4, 0.9, -0.8], [0.6, 0.9, 0.4], [5.3, 0.6, -1.5], [-1.8, 2.1, 0.9], [-0.1, 0.2, 1.1], [-1.3, -0.7, -1.2], [-0.7, -0.4, 1.9], [1.1, -0.5, -0.5], [7.5, 1.3, -1.9], [1.0, 0.4, -1.2], [0.4, 0.7, 2.5], [-1.3, 2.1, 1.4], [-0.2, -0.1, 0.2], [-0.2, -0.4, 0.0], [2.4, -1.4, -0.8], [-0.5, -0.8, -1.0], [0.5, -2.7, -0.8], [5.6, 3.0, -6.3], [0.3, 8.3, 5.6], [0.0, -0.5, 2.6], [-1.0, 1.0, -1.1], [0.5, 0.4, 0.2], [-3.4, -2.2, 2.1], [-0.2, -4.5, -2.8], [-1.8, -1.1, 1.4], [-0.2, -1.4, -0.9], [0.1, 0.4, 1.1], [3.9, -7.0, -11.5], [0.4, -8.1, 6.2], [0.3, 2.6, 4.4], [1.9, -0.9, -3.3], [-0.1, 0.4, 0.1], [-3.1, 8.3, 6.5], [-0.8, 2.1, -1.5], [0.3, -0.3, -0.7], [-2.6, 2.5, -1.3], [-0.5, -4.7, -4.4], [2.4, -4.1, -1.6], [-0.2, 2.6, 1.7], [-3.5, 6.5, 2.2], [-2.9, -2.1, -1.9], [0.9, 2.1, 1.6], [-0.4, 0.0, 0.4], [2.4, 0.7, 1.6], [1.5, -1.5, -0.3], [0.4, 0.4, 0.7], [-1.6, 3.0, 2.7], [-4.2, -0.9, 5.5], [2.8, 6.5, -2.4], [2.7, -0.2, -4.9], [-1.2, -3.4, 0.9], [0.7, 0.3, -1.0], [1.4, -2.6, -2.1], [-0.4, -1.7, 0.6], [-0.4, -0.3, 0.3], [0.2, -0.7, 0.5], [-9.8, -8.1, 4.0], [-0.2, -5.9, -5.5], [6.8, 4.6, -5.2], [1.6, 4.8, 0.1], [-2.0, -4.0, 3.8], [6.5, 8.7, -2.7], [0.1, 0.6, 0.8], [-3.6, -1.7, 2.9], [-0.2, 1.2, 2.2], [0.3, 0.0, -0.5], [7.1, 4.5, 3.4], [-6.3, 2.2, -4.5], [1.7, -0.9, 0.4], [2.4, -9.2, 0.8], [-4.0, -0.8, -1.4], [-2.4, -0.2, -1.1], [-0.5, 1.1, 0.7], [2.6, 0.7, 1.8], [-0.2, 1.5, -0.1], [-0.2, 0.9, -0.1], [1.4, -0.8, 3.1], [-1.7, -0.3, 2.8], [3.2, -3.2, -2.0], [1.6, -1.5, -3.1], [-3.8, 5.9, -0.1], [-1.4, 1.5, 0.9], [0.1, -1.3, 1.2], [1.1, -0.5, 0.1], [-0.5, 0.7, -2.7], [-0.1, -0.4, -0.2], [-3.2, 3.0, -1.0], [1.1, 1.9, -1.9], [-2.7, -0.7, 1.3], [1.6, -4.6, 4.0], [6.3, 0.5, -6.0], [0.1, -0.9, 1.1], [0.4, 0.1, -0.6], [-0.6, 0.0, 0.5], [0.3, 0.1, 0.8], [-3.3, 0.6, 2.0], [2.0, -1.3, 2.4], [2.0, -0.4, 4.8], [-2.2, -0.6, 0.5], [-4.9, 2.3, -1.5], [6.4, -0.2, -4.3], [0.2, -0.3, 0.4], [0.7, 0.1, 0.1], [-1.9, -0.5, 0.2], [-0.7, 0.6, -3.0], [-1.6, 0.3, 0.6]], "spin_multiplicity": 1, "orbital_gap_ev": 4.096, "de_lowest_kcal_mol": 106.39, "e_lumo_ev": -3.083, "homo_ev": -7.18}

Entry 2:
{"formula": "C45H68IN3O3P2PdSbSi4", "method": "ωB97M-V with the def2-TZVPD basis set", "symbols": ["Pd", "O", "P", "C", "P", "O", "C", "C", "C", "C", "C", "C", "C", "C", "C", "C", "C", "C", "C", "C", "C", "C", "C", "C", "C", "C", "C", "C", "C", "C", "H", "H", "H", "H", "H", "H", "H", "H", "H", "H", "H", "H", "H", "H", "H", "H", "H", "H", "H", "H", "H", "H", "C", "C", "C", "C", "C", "C", "N", "N", "Si", "C", "C", "C", "H", "H", "H", "H", "H", "H", "H", "H", "H", "H", "H", "H", "H", "H", "H", "C", "Si", "C", "C", "Sb", "Si", "C", "C", "C", "Si", "C", "C", "C", "H", "H", "H", "H", "H", "H", "H", "H", "H", "H", "H", "H", "H", "H", "H", "H", "H", "H", "H", "H", "H", "H", "H", "H", "H", "H", "H", "N", "C", "O", "C", "I", "H", "H", "H", "H"], "positions_angstrom": [[-0.61496, -0.53032, -0.71972], [-0.40518, -0.64604, 1.32306], [0.76104, -1.12033, 2.20691], [2.24172, -0.19488, 1.66057], [2.74465, -0.81486, 0.02095], [1.45926, -1.30350, -0.65386], [3.52221, 0.47695, -0.94855], [2.69738, 1.45624, -1.50898], [3.22616, 2.42681, -2.34056], [4.58431, 2.42137, -2.63940], [5.40998, 1.44755, -2.09881], [4.88553, 0.47551, -1.25538], [3.96936, -2.07222, 0.27094], [3.83723, -3.31449, -0.34233], [4.83492, -4.26722, -0.18989], [5.96168, -3.97762, 0.56978], [6.09800, -2.73488, 1.18473], [5.10346, -1.77882, 1.03661], [0.31977, -0.76803, 3.89766], [0.85805, -1.48297, 4.97332], [0.39834, -1.23974, 6.25820], [-0.60042, -0.29869, 6.47748], [-1.14415, 0.40946, 5.41157], [-0.69239, 0.17022, 4.12281], [1.13058, -2.85649, 2.15214], [0.11441, -3.73945, 1.77639], [0.32828, -5.10663, 1.86807], [1.54266, -5.59236, 2.34489], [2.54713, -4.71407, 2.73776], [2.34157, -3.34522, 2.65153], [3.05295, -0.24262, 2.39034], [1.90807, 0.83695, 1.54711], [1.63900, 1.44369, -1.30398], [2.58487, 3.19166, -2.75993], [4.99664, 3.16780, -3.30996], [6.46542, 1.43240, -2.34046], [5.54108, -0.29019, -0.86197], [2.95034, -3.53803, -0.92419], [4.73671, -5.23699, -0.66490], [6.74150, -4.72326, 0.68414], [6.98058, -2.51103, 1.77161], [5.21979, -0.80893, 1.51422], [1.62193, -2.23381, 4.81457], [0.80832, -1.80067, 7.08969], [-0.96953, -0.13103, 7.48304], [-1.93336, 1.13351, 5.58706], [-1.14366, 0.67469, 3.27784], [-0.83410, -3.34658, 1.42904], [-0.46399, -5.80002, 1.60154], [1.69918, -6.66212, 2.43096], [3.48494, -5.09534, 3.12621], [3.12343, -2.66918, 2.98519], [1.05969, -1.31812, -3.99007], [-0.43556, -1.37733, -3.82257], [-1.26386, -1.92979, -4.76262], [-2.65443, -1.89949, -4.57869], [-3.19612, -1.35971, -3.43599], [-2.30617, -0.85444, -2.49851], [-0.98833, -0.80265, -2.73159], [-2.57321, -0.34747, -1.25110], [-4.02289, -0.79559, -0.24000], [-5.49620, 0.09753, -0.92796], [-4.35026, -2.60859, -0.26483], [-3.58849, -0.30565, 1.49365], [1.32578, -0.59717, -4.76508], [1.44541, -2.28842, -4.30552], [1.54364, -1.01715, -3.06261], [-0.82783, -2.37131, -5.65033], [-3.30812, -2.33119, -5.33059], [-4.26495, -1.34922, -3.24648], [-5.99071, -0.52088, -1.68761], [-5.27094, 1.06376, -1.38149], [-6.21902, 0.25384, -0.11557], [-4.55103, -2.98919, -1.27250], [-5.22719, -2.82001, 0.36081], [-3.48884, -3.14254, 0.14396], [-3.49886, 0.77605, 1.63070], [-2.64236, -0.76530, 1.77970], [-4.35937, -0.67097, 2.18574], [-4.63447, 3.11613, 0.30686], [-3.06584, 3.88489, 0.81705], [-2.69365, 3.70187, 2.60896], [-2.80904, 5.54633, 0.08692], [-0.92420, 2.13092, -0.14594], [-1.30572, 2.89896, -2.70395], [-0.88514, 4.70407, -2.75398], [-0.13034, 1.96330, -3.79652], [-3.07703, 2.56764, -3.07949], [1.03992, 3.63527, 1.14549], [0.48376, 5.33667, 0.71301], [2.76830, 3.42962, 0.56107], [0.91162, 3.22251, 2.92684], [-5.44665, 3.61092, 0.86214], [-4.67048, 2.05651, 0.53436], [-4.82781, 3.26215, -0.75761], [-3.58499, 4.00285, 3.17893], [-1.86324, 4.33832, 2.93055], [-2.47046, 2.66313, 2.86236], [-2.88599, 6.28870, 0.89202], [-3.60584, 5.74083, -0.63724], [-1.85070, 5.69227, -0.41025], [0.01870, 4.94736, -2.18907], [-1.70742, 5.33526, -2.40711], [-0.69766, 4.96339, -3.80613], [0.43232, 1.20234, -3.26337], [0.57633, 2.65482, -4.26680], [-0.68924, 1.46298, -4.59842], [-3.72484, 3.34961, -2.67394], [-3.39536, 1.60329, -2.68616], [-3.21027, 2.55626, -4.16927], [0.34175, 5.46938, -0.36210], [1.30895, 5.99369, 1.02268], [-0.42119, 5.65648, 1.23552], [2.89847, 3.80120, -0.45803], [3.15743, 2.41248, 0.60219], [3.37572, 4.05387, 1.23359], [-0.04229, 2.80102, 3.21348], [1.05946, 4.14816, 3.50134], [1.69893, 2.52043, 3.21710], [0.56328, -3.93455, -1.77018], [-0.66249, -3.91842, -1.23294], [-1.16986, -2.88443, -0.75945], [-1.40699, -5.21974, -1.19751], [-2.46223, -5.54796, -3.01654], [1.10406, -3.08398, -1.74525], [0.95737, -4.77185, -2.16265], [-2.15327, -5.20116, -0.41441], [-0.74208, -6.06890, -1.07596]], "forces_ev_per_a": [[0.3, -1.4, -0.2], [-0.3, 0.1, 0.1], [0.0, 0.1, -0.1], [-0.1, -0.2, 0.0], [-0.1, 0.1, -0.2], [0.1, 0.3, -0.1], [0.0, 0.0, -0.2], [0.3, -0.4, -0.4], [0.1, -0.2, -0.2], [0.0, 0.1, -0.1], [0.0, -0.1, 0.1], [0.0, 0.0, 0.0], [0.1, -0.2, 0.0], [0.0, 0.0, 0.0], [0.0, 0.0, 0.0], [0.0, 0.0, 0.0], [-0.1, 0.0, 0.0], [0.0, -0.1, 0.1], [-0.2, 0.2, 0.1], [0.0, 0.1, -0.1], [0.0, 0.0, 0.0], [0.0, 0.0, 0.0], [0.0, 0.0, 0.0], [0.1, 0.0, 0.1], [-0.1, -0.3, -0.1], [0.1, 0.1, 0.2], [0.0, 0.0, 0.1], [0.0, 0.0, 0.0], [0.0, 0.0, 0.0], [-0.1, 0.0, -0.1], [0.0, 0.1, 0.0], [0.0, 0.1, 0.1], [-0.2, 0.1, 0.0], [0.0, 0.0, -0.1], [0.0, 0.0, 0.1], [-0.1, 0.0, 0.0], [0.0, 0.1, 0.0], [0.1, 0.0, 0.1], [0.0, 0.1, 0.0], [-0.1, 0.1, 0.0], [-0.1, 0.0, 0.0], [0.0, -0.1, 0.0], [-0.1, 0.0, 0.0], [0.0, 0.1, -0.1], [0.0, 0.0, -0.1], [0.1, -0.1, 0.0], [0.0, 0.0, 0.0], [0.1, -0.1, 0.1], [0.1, 0.1, 0.0], [0.0, 0.1, 0.0], [-0.1, 0.0, 0.0], [0.0, -0.1, -0.1], [-0.2, 0.0, 0.0], [0.7, 0.1, 0.3], [-0.3, -0.1, -0.2], [0.1, -0.1, -0.1], [-0.4, -0.2, -0.1], [-0.3, 0.4, 0.3], [-0.1, 0.5, 0.8], [0.4, 0.2, 0.5], [0.3, -0.1, 0.1], [-0.2, 0.1, -0.3], [0.1, -0.3, -0.1], [0.0, 0.1, 0.2], [0.0, 0.0, 0.0], [0.0, 0.0, 0.0], [0.0, 0.0, 0.0], [-0.1, 0.1, 0.0], [0.1, 0.1, 0.0], [0.2, -0.1, 0.0], [0.0, 0.1, 0.1], [-0.1, -0.1, 0.0], [0.1, 0.0, -0.2], [0.0, 0.0, 0.1], [0.1, 0.0, -0.1], [-0.1, 0.0, 0.0], [0.0, -0.1, 0.1], [0.0, 0.0, 0.1], [0.1, 0.1, -0.2], [-0.4, 0.0, -0.1], [0.2, -0.9, 0.3], [0.0, 0.2, 0.4], [0.2, 0.3, -0.3], [-0.3, 1.0, -1.0], [0.6, -0.1, 0.4], [-0.1, 0.3, -0.1], [0.1, -0.1, -0.3], [-0.3, 0.0, -0.1], [0.1, -0.5, -0.3], [-0.4, 0.2, -0.1], [0.3, 0.2, 0.0], [0.1, 0.0, 0.4], [0.1, -0.1, -0.1], [-0.1, 0.0, 0.0], [0.0, 0.0, 0.1], [0.2, 0.0, -0.1], [-0.1, -0.1, 0.0], [-0.1, 0.1, 0.0], [0.0, -0.1, -0.1], [0.1, 0.0, 0.0], [-0.2, 0.1, 0.1], [-0.1, 0.0, -0.2], [0.2, 0.0, -0.1], [0.0, 0.0, 0.2], [0.1, 0.0, 0.0], [-0.1, -0.1, 0.0], [0.1, 0.1, 0.1], [0.0, -0.1, -0.1], [-0.1, 0.0, 0.0], [0.0, 0.0, 0.1], [0.1, 0.1, 0.2], [-0.1, -0.1, 0.0], [0.2, 0.0, 0.0], [0.1, 0.0, 0.3], [0.0, 0.3, 0.1], [-0.1, 0.0, 0.0], [-0.2, -0.1, 0.2], [0.0, -0.2, 0.0], [-0.1, 0.1, 0.0], [-0.2, 0.1, 0.1], [-0.1, 0.4, 0.1], [0.3, -0.4, -0.4], [0.0, 0.0, 0.0], [0.0, 0.1, -0.1], [0.0, 0.1, 0.0], [0.0, -0.1, 0.0], [0.0, 0.0, 0.1], [0.0, 0.0, 0.0]], "spin_multiplicity": 1, "orbital_gap_ev": 5.702, "de_lowest_kcal_mol": 0.00, "e_lumo_ev": -9.682, "homo_ev": -15.38, "charge": 3}